Entry 1:
{
  "formula": "C76H190ClN17O16",
  "method": "the ωB97M-V functional and the def2-TZVPD basis",
  "total_charge": -2,
  "species": ["N", "H", "H", "H", "H", "N", "H", "H", "H", "H", "N", "H", "H", "H", "H", "N", "H", "H", "H", "H", "N", "H", "H", "H", "H", "N", "H", "H", "H", "H", "N", "H", "H", "H", "H", "C", "C", "C", "O", "C", "C", "C", "O", "O", "O", "H", "H", "C", "C", "C", "O", "C", "C", "C", "O", "O", "O", "H", "H", "O", "C", "C", "O", "H", "H", "H", "H", "O", "C", "C", "O", "H", "H", "H", "H", "Cl", "O", "O", "O", "O", "C", "C", "N", "C", "C", "C", "C", "H", "H", "H", "H", "H", "H", "H", "H", "H", "H", "H", "H", "H", "H", "H", "C", "C", "N", "C", "C", "C", "C", "H", "H", "H", "H", "H", "H", "H", "H", "H", "H", "H", "H", "H", "H", "H", "C", "C", "N", "C", "C", "C", "C", "H", "H", "H", "H", "H", "H", "H", "H", "H", "H", "H", "H", "H", "H", "H", "C", "C", "N", "C", "C", "C", "C", "H", "H", "H", "H", "H", "H", "H", "H", "H", "H", "H", "H", "H", "H", "H", "C", "C", "N", "C", "C", "C", "C", "H", "H", "H", "H", "H", "H", "H", "H", "H", "H", "H", "H", "H", "H", "H", "C", "C", "N", "C", "C", "C", "C", "H", "H", "H", "H", "H", "H", "H", "H", "H", "H", "H", "H", "H", "H", "H", "C", "C", "N", "C", "C", "C", "C", "H", "H", "H", "H", "H", "H", "H", "H", "H", "H", "H", "H", "H", "H", "H", "C", "C", "N", "C", "C", "C", "C", "H", "H", "H", "H", "H", "H", "H", "H", "H", "H", "H", "H", "H", "H", "H", "C", "C", "N", "C", "C", "C", "C", "H", "H", "H", "H", "H", "H", "H", "H", "H", "H", "H", "H", "H", "H", "H", "C", "C", "N", "C", "C", "C", "C", "H", "H", "H", "H", "H", "H", "H", "H", "H", "H", "H", "H", "H", "H", "H"],
  "xyz": [[-14.550, 21.647, -31.627], [-14.761, 22.274, -30.864], [-14.223, 22.207, -32.401], [-15.427, 21.214, -31.876], [-13.897, 20.922, -31.365], [-19.863, 20.635, -27.408], [-19.228, 21.331, -27.771], [-19.511, 19.688, -27.415], [-20.707, 20.641, -27.962], [-20.015, 20.938, -26.457], [-22.956, 18.620, -32.231], [-23.502, 17.813, -31.967], [-23.107, 18.791, -33.215], [-22.001, 18.438, -31.955], [-23.250, 19.384, -31.639], [-19.252, 22.087, -31.178], [-18.959, 22.432, -30.276], [-19.945, 21.372, -31.004], [-18.467, 21.644, -31.634], [-19.650, 22.881, -31.660], [-21.950, 16.642, -28.901], [-21.050, 16.915, -29.270], [-22.426, 16.237, -29.695], [-22.369, 17.506, -28.590], [-21.935, 15.940, -28.175], [-15.443, 21.540, -28.052], [-15.185, 20.655, -28.464], [-16.444, 21.660, -28.124], [-15.085, 22.265, -28.658], [-15.079, 21.534, -27.110], [-23.158, 14.823, -33.701], [-23.012, 15.321, -32.834], [-23.136, 15.453, -34.490], [-24.122, 14.558, -33.557], [-22.481, 14.077, -33.771], [-24.259, 20.122, -36.370], [-25.306, 20.277, -37.380], [-26.064, 18.904, -37.791], [-27.092, 18.991, -38.494], [-25.499, 17.625, -37.322], [-24.516, 17.615, -36.409], [-23.851, 18.899, -35.931], [-22.896, 18.942, -35.041], [-24.305, 16.446, -35.925], [-25.673, 21.325, -37.883], [-23.812, 21.051, -36.048], [-25.949, 16.711, -37.680], [-18.574, 19.064, -31.685], [-19.172, 18.307, -30.695], [-18.580, 18.234, -29.298], [-19.204, 17.810, -28.261], [-17.330, 18.753, -29.080], [-16.511, 19.311, -30.116], [-17.285, 19.700, -31.463], [-16.934, 20.668, -32.165], [-15.315, 19.546, -29.892], [-20.292, 17.843, -31.104], [-18.974, 19.170, -32.682], [-16.870, 18.627, -28.111], [-23.645, 16.172, -31.177], [-24.983, 15.787, -30.846], [-25.809, 14.591, -31.559], [-25.875, 14.363, -32.945], [-25.589, 16.651, -31.118], [-25.078, 15.698, -29.764], [-26.821, 14.680, -31.165], [-25.405, 13.731, -31.025], [-15.281, 23.648, -29.794], [-16.564, 24.267, -29.764], [-17.653, 23.875, -28.657], [-18.217, 22.539, -28.590], [-17.026, 24.118, -30.740], [-16.368, 25.339, -29.749], [-18.471, 24.583, -28.784], [-17.251, 24.122, -27.674], [-23.093, 20.349, -28.911], [-23.595, 21.527, -28.269], [-24.111, 19.888, -29.758], [-21.882, 20.580, -29.658], [-22.770, 19.331, -27.926], [-19.536, 19.219, -24.248], [-20.787, 20.053, -24.167], [-20.551, 21.408, -24.806], [-19.703, 22.284, -23.947], [-18.461, 22.610, -24.808], [-21.818, 22.008, -25.090], [-21.665, 23.242, -26.046], [-18.746, 19.734, -23.702], [-19.232, 18.942, -25.257], [-19.718, 18.255, -23.772], [-21.502, 19.414, -24.686], [-21.218, 20.112, -23.168], [-20.160, 23.170, -23.508], [-19.333, 21.700, -23.104], [-17.829, 23.344, -24.308], [-17.859, 21.711, -24.936], [-18.729, 22.978, -25.799], [-22.337, 22.391, -24.211], [-22.540, 21.283, -25.466], [-21.310, 22.980, -27.042], [-21.018, 24.029, -25.658], [-22.620, 23.748, -26.192], [-11.013, 21.715, -30.068], [-11.450, 20.241, -30.286], [-12.124, 19.950, -31.566], [-12.583, 18.571, -31.590], [-13.609, 18.347, -32.663], [-11.387, 20.400, -32.752], [-10.164, 19.541, -33.185], [-10.640, 21.819, -29.049], [-11.867, 22.369, -30.241], [-10.274, 22.101, -30.770], [-10.580, 19.610, -30.103], [-12.139, 19.980, -29.483], [-11.792, 17.844, -31.775], [-12.973, 18.393, -30.587], [-14.492, 18.971, -32.524], [-13.296, 18.493, -33.697], [-13.960, 17.326, -32.518], [-11.107, 21.445, -32.621], [-12.121, 20.434, -33.557], [-9.428, 19.388, -32.396], [-9.636, 20.004, -34.019], [-10.434, 18.533, -33.500], [-15.459, 15.541, -26.774], [-15.427, 15.822, -28.290], [-14.552, 14.957, -29.127], [-13.153, 15.037, -28.697], [-12.342, 13.902, -29.257], [-14.772, 15.306, -30.533], [-16.103, 14.737, -31.043], [-14.589, 15.809, -26.175], [-15.463, 14.459, -26.639], [-16.360, 15.958, -26.324], [-16.456, 15.872, -28.645], [-15.037, 16.839, -28.320], [-12.808, 16.010, -29.046], [-13.068, 14.993, -27.611], [-12.731, 12.950, -28.894], [-12.382, 13.807, -30.342], [-11.285, 13.819, -29.004], [-13.984, 14.786, -31.077], [-14.658, 16.368, -30.753], [-16.167, 14.755, -32.131], [-16.889, 15.395, -30.672], [-16.359, 13.738, -30.690], [-21.821, 13.392, -29.189], [-21.886, 13.302, -27.683], [-21.393, 14.556, -27.012], [-20.004, 14.421, -26.606], [-18.989, 14.110, -27.703], [-22.260, 14.952, -25.853], [-21.964, 16.307, -25.156], [-22.616, 14.041, -29.555], [-21.974, 12.433, -29.685], [-20.871, 13.813, -29.519], [-22.902, 13.024, -27.401], [-21.290, 12.457, -27.339], [-19.914, 13.651, -25.840], [-19.780, 15.350, -26.081], [-17.978, 14.076, -27.296], [-18.974, 14.899, -28.455], [-19.243, 13.136, -28.121], [-23.301, 14.992, -26.176], [-22.165, 14.109, -25.168], [-22.738, 16.442, -24.401], [-21.009, 16.346, -24.631], [-22.006, 17.172, -25.818], [-21.283, 13.716, -36.367], [-21.313, 12.582, -35.327], [-21.123, 13.016, -33.931], [-21.422, 11.990, -32.960], [-22.889, 11.530, -32.905], [-19.836, 13.671, -33.709], [-19.791, 14.462, -32.364], [-21.630, 13.317, -37.320], [-20.263, 14.081, -36.488], [-21.855, 14.568, -36.001], [-22.343, 12.236, -35.418], [-20.623, 11.770, -35.555], [-20.689, 11.209, -33.161], [-21.224, 12.313, -31.938], [-23.199, 11.086, -33.851], [-23.007, 10.853, -32.059], [-23.642, 12.312, -32.799], [-19.598, 14.387, -34.495], [-19.004, 12.982, -33.850], [-18.911, 15.101, -32.297], [-19.720, 13.698, -31.590], [-20.650, 15.078, -32.096], [-16.750, 16.863, -33.836], [-16.732, 17.880, -34.970], [-17.096, 17.237, -36.224], [-18.486, 16.745, -36.246], [-19.612, 17.729, -35.977], [-16.692, 18.143, -37.313], [-16.593, 17.226, -38.588], [-16.190, 17.138, -32.942], [-16.312, 15.904, -34.110], [-17.783, 16.682, -33.537], [-17.434, 18.672, -34.710], [-15.723, 18.294, -34.971], [-18.785, 16.201, -37.143], [-18.487, 15.911, -35.545], [-19.665, 18.497, -36.748], [-20.544, 17.185, -36.132], [-19.611, 18.177, -34.984], [-15.761, 18.651, -37.059], [-17.445, 18.922, -37.431], [-15.940, 16.379, -38.375], [-16.230, 17.792, -39.445], [-17.582, 16.839, -38.833], [-15.513, 25.440, -34.031], [-15.023, 24.298, -33.099], [-14.278, 23.270, -33.818], [-15.132, 22.621, -34.736], [-14.797, 21.155, -35.137], [-13.013, 23.745, -34.427], [-11.972, 24.279, -33.372], [-14.705, 25.879, -34.618], [-15.903, 26.303, -33.491], [-16.280, 25.131, -34.741], [-14.413, 24.752, -32.319], [-15.841, 23.739, -32.645], [-16.174, 22.713, -34.432], [-15.124, 23.172, -35.677], [-13.750, 21.011, -35.400], [-15.126, 20.517, -34.318], [-15.309, 20.873, -36.057], [-13.171, 24.538, -35.158], [-12.563, 22.931, -34.995], [-11.738, 23.618, -32.537], [-12.180, 25.251, -32.923], [-11.014, 24.346, -33.889], [-11.458, 21.415, -25.244], [-12.591, 21.500, -26.294], [-13.900, 21.282, -25.705], [-14.267, 22.261, -24.711], [-14.294, 23.673, -25.318], [-13.990, 19.877, -25.225], [-15.414, 19.366, -25.217], [-11.329, 20.391, -24.895], [-11.526, 22.080, -24.383], [-10.470, 21.718, -25.591], [-12.534, 22.486, -26.755], [-12.410, 20.752, -27.066], [-13.619, 22.242, -23.835], [-15.295, 22.059, -24.410], [-14.827, 23.677, -26.269], [-13.304, 24.119, -25.416], [-14.813, 24.304, -24.597], [-13.457, 19.162, -25.852], [-13.500, 19.800, -24.254], [-15.368, 18.294, -25.026], [-16.015, 19.857, -24.452], [-15.915, 19.500, -26.176], [-19.021, 24.968, -33.279], [-20.233, 25.147, -32.358], [-21.045, 23.944, -32.068], [-22.043, 24.168, -31.029], [-21.565, 24.556, -29.642], [-21.630, 23.431, -33.317], [-21.992, 21.952, -33.220], [-19.335, 24.762, -34.302], [-18.343, 24.154, -33.024], [-18.381, 25.851, -33.290], [-19.909, 25.607, -31.424], [-20.859, 25.904, -32.830], [-22.702, 24.993, -31.296], [-22.659, 23.280, -30.886], [-22.363, 24.515, -28.900], [-20.890, 23.764, -29.319], [-21.058, 25.518, -29.570], [-21.055, 23.461, -34.242], [-22.552, 23.994, -33.466], [-22.562, 21.767, -32.309], [-21.095, 21.355, -33.061], [-22.527, 21.627, -34.113], [-21.974, 23.184, -37.176], [-20.503, 23.288, -37.653], [-19.569, 23.024, -36.544], [-19.555, 21.583, -36.223], [-18.780, 21.313, -34.929], [-18.220, 23.535, -36.817], [-17.457, 22.825, -37.956], [-22.225, 22.126, -37.098], [-22.672, 23.626, -37.886], [-22.034, 23.774, -36.262], [-20.303, 22.634, -38.502], [-20.310, 24.291, -38.033], [-20.572, 21.243, -36.031], [-19.241, 20.992, -37.084], [-19.157, 20.429, -34.415], [-17.747, 21.088, -35.193], [-18.878, 22.096, -34.177], [-17.608, 23.485, -35.917], [-18.288, 24.596, -37.060], [-17.265, 21.775, -37.738], [-16.454, 23.245, -38.039], [-18.028, 22.801, -38.884]]
}

***

Entry 2:
{
  "formula": "C2H9N2O",
  "method": "the ωB97M-V functional and the def2-TZVPD basis",
  "total_charge": 1,
  "de_lowest_kcal_mol": 41.84,
  "species": ["C", "C", "N", "N", "O", "H", "H", "H", "H", "H", "H", "H", "H", "H"],
  "xyz": [[-2.205, -0.584, 0.118], [2.732, -0.270, -0.378], [3.773, 0.152, 0.291], [-1.625, 0.815, 0.102], [1.579, -0.057, -0.077], [-3.244, -0.501, -0.023], [-1.807, -1.327, -0.697], [-2.154, -0.973, 1.220], [3.044, -0.991, -1.137], [3.616, 1.035, 0.980], [4.709, -0.046, 0.050], [-2.229, 1.320, 0.654], [-0.639, 0.995, 0.189], [-1.759, 1.326, -0.831]]
}

***

Number 1: Kohn-Sham gap 3.33 eV. Number 2: Kohn-Sham gap 10.05 eV.